# C8H13ClN3

A 2-piece molecular cluster, C8H13ClN3 overall in a non-equilibrium geometry (ωB97M-V/def2-TZVPD, the Open Molecules 2025 dataset).

Last column: Löwdin charge in e.
Geometry (Å):
C1 -2.100266 0.069852 2.101400  0.013
N1 -0.752709 -0.512068 1.986690  -0.194
C2 -0.616956 -1.978309 2.155376  -0.013
C3 0.273477 0.272162 1.780719  -0.478
Cl1 1.870022 -0.255732 1.907259  0.831
H1 -2.820514 -0.751489 2.104902  0.098
H2 -2.197620 0.644596 3.033011  0.116
H3 -2.291023 0.740019 1.255581  0.111
H4 -1.631664 -2.380091 2.196651  0.096
H5 -0.077799 -2.406521 1.303617  0.105
H6 -0.085664 -2.215305 3.084551  0.107
H7 0.133917 1.334293 1.566566  0.060
N2 0.420657 2.552187 0.045858  -0.029
C4 0.822894 3.757199 0.497732  -0.141
C5 1.249182 4.790562 -0.341393  -0.010
C6 1.250441 4.567838 -1.739083  -0.317
N3 1.719662 5.512138 -2.592881  0.128
C7 0.750016 3.333873 -2.216397  -0.011
C8 0.348340 2.370292 -1.286032  -0.141
H8 0.804464 3.910739 1.580813  0.110
H9 1.589146 5.743849 0.070151  0.114
H10 1.780345 5.337394 -3.586348  0.112
H11 2.133652 6.367871 -2.251460  0.112
H12 0.695734 3.137322 -3.290569  0.114
H13 -0.049633 1.411619 -1.631352  0.108

Atomic forces in eV per Å
C -0.39 0.39 -0.10
N 1.61 0.41 -0.27
C -0.08 0.01 0.09
C -1.01 -0.96 1.05
Cl -0.53 -0.06 -0.30
H 0.12 0.33 -0.07
H 0.13 -0.28 -0.25
H 0.05 -0.19 0.17
H 0.36 -0.06 -0.01
H -0.10 0.16 0.20
H -0.11 0.13 -0.21
H -0.02 -0.03 -0.28
N -0.32 0.37 -0.02
C 0.25 0.35 -0.91
C -0.24 -0.65 0.22
C 0.03 -0.16 0.18
N 0.05 0.17 -0.20
C -0.13 -0.32 0.58
C 0.41 0.82 -0.24
H 0.08 -0.09 -0.32
H -0.14 -0.35 -0.12
H -0.05 0.02 0.34
H -0.15 -0.28 -0.06
H -0.01 0.03 0.41
H 0.20 0.26 0.11

## Properties
max |F|: 1.749 eV/A
M: 186.67 g/mol
2S+1: 1
E_HOMO: -11.405 eV
net charge: +1
DFT total energy: -25492.9135 eV
gap between HOMO and LUMO: 7.284 eV
energy relative to the best compared isomer or geometry (same formula, charge and spin): 183.5 kJ/mol



# C5H5N3

An isolated molecule of C5H5N3 in a non-equilibrium geometry (ωB97M-V/def2-TZVPD, the Open Molecules 2025 dataset).

Last column: Löwdin charge in e.
Geometry (Å):
C1 -2.173197 -0.331332 0.132196  -0.397
C2 0.090847 -0.397840 -0.302714  -0.322
C3 1.334841 -1.099171 0.026319  -0.022
C4 2.275172 -0.213622 0.153220  -0.107
C5 1.647500 1.027540 -0.027376  -0.148
H1 -1.414159 1.338953 0.655888  0.151
H2 -2.959566 -1.225052 -0.188999  0.144
H3 1.322022 -2.105498 0.119869  0.081
H4 3.431383 -0.054099 0.447246  0.161
H5 2.352334 2.050701 0.285322  0.184
N1 -2.435300 0.931831 0.082096  0.095
N2 -1.029171 -1.024812 0.011443  0.113
N3 0.352615 0.961774 -0.266282  0.067

Atomic forces in eV per Å
C -4.44 -0.72 -3.25
C -1.34 -1.09 2.65
C -0.72 -0.66 -1.45
C 5.41 1.48 1.30
C -0.29 4.52 1.04
H -3.53 -0.77 -2.80
H 0.83 2.82 0.88
H 0.22 -2.99 0.35
H -2.87 -1.65 -0.67
H -2.77 -2.68 -1.40
N 3.62 -0.42 4.01
N 4.63 0.42 0.09
N 1.26 1.73 -0.75

## Properties
SMILES string: [H]/N=C\N=C1\C=CC=N1
max |F|: 5.755 eV/A
M: 107.12 g/mol
2S+1: 1
E_HOMO: -9.459 eV
net charge: 0
DFT total energy: -9731.0661 eV
gap between HOMO and LUMO: 7.578 eV
energy relative to the best compared isomer or geometry (same formula, charge and spin): 426.7 kJ/mol